Record 1
{"formula": "C3H12N3O", "method": "the ωB97M-V functional and the def2-TZVPD basis", "elements": ["C", "C", "N", "N", "H", "H", "H", "H", "H", "H", "H", "N", "C", "O", "H", "H", "H", "H", "H"], "coordinates": [[-0.764, -1.243, 1.366], [-1.761, -1.125, 0.484], [-2.575, -2.232, 0.110], [0.016, -0.034, 1.734], [-0.481, -2.170, 1.838], [-2.055, -0.174, 0.064], [-2.931, -2.200, -0.833], [-2.066, -3.097, 0.219], [0.896, -0.230, 2.266], [-0.511, 0.674, 2.247], [0.361, 0.434, 0.771], [0.504, 1.321, -0.601], [1.864, 1.245, -1.113], [1.904, 1.876, -2.397], [0.201, 2.288, -0.628], [-0.129, 0.824, -1.234], [2.523, 1.802, -0.433], [2.164, 0.191, -1.179], [2.840, 1.854, -2.678]], "atomic_forces_ev_per_a": [[-0.01, 0.52, 0.03], [-0.74, -1.65, -0.16], [1.34, 1.13, 0.28], [1.27, -0.23, -0.70], [0.08, 0.08, 0.05], [-0.02, 0.14, -0.03], [-0.18, 0.31, -0.02], [-0.19, -0.23, 0.21], [-1.15, -0.08, -0.37], [-0.03, -0.16, 0.09], [-0.57, 0.39, 0.82], [-0.03, -0.62, -0.35], [0.08, 0.58, -0.57], [0.61, -0.58, 0.56], [-0.01, 0.18, 0.17], [0.34, 0.18, -0.01], [-0.12, -0.31, 0.04], [-0.04, 0.19, 0.06], [-0.62, 0.15, -0.09]], "orbital_gap_ev": 9.9, "charge": 1, "homo_ha": -0.4767}

Record 2
{"formula": "C3H12N3O", "method": "the ωB97M-V functional and the def2-TZVPD basis", "elements": ["C", "C", "C", "N", "N", "N", "O", "H", "H", "H", "H", "H", "H", "H", "H", "H", "H", "H", "H"], "coordinates": [[-1.501, -0.535, 0.476], [-0.905, 0.822, 0.518], [1.300, 0.433, 0.475], [-0.863, -0.975, -0.826], [-1.207, 1.735, -0.428], [1.440, -0.938, 0.100], [1.939, 1.190, -0.489], [-2.640, -0.584, 0.483], [-1.170, -1.272, 1.192], [-0.720, 1.217, 1.520], [1.680, 0.638, 1.493], [-1.275, -1.952, -1.053], [-1.075, -0.296, -1.613], [-1.595, 1.485, -1.322], [-1.063, 2.616, -0.131], [2.422, -1.124, -0.372], [1.790, -1.660, 0.889], [0.295, -1.120, -0.403], [1.798, 2.126, -0.452]], "atomic_forces_ev_per_a": [[-0.83, -0.03, -1.86], [3.43, -0.37, 2.77], [-1.73, 1.53, 1.21], [-2.88, -2.53, -0.96], [-0.74, -3.08, -0.84], [4.74, -3.92, 1.41], [0.01, -1.32, -0.51], [1.35, 0.29, -0.29], [0.33, 0.35, 0.60], [-0.68, 0.23, -0.34], [-0.32, -0.03, -0.36], [0.94, 2.14, -0.15], [0.56, -1.51, 1.20], [0.01, 0.65, 0.18], [0.16, 3.70, 0.20], [-2.50, 1.04, -0.25], [-1.95, 2.34, -1.18], [0.47, -0.18, -1.21], [-0.36, 0.72, 0.41]], "orbital_gap_ev": 8.6, "charge": 1, "homo_ha": -0.4251}

Record 3
{"formula": "C3H12N3O2", "method": "the ωB97M-V functional and the def2-TZVPD basis", "elements": ["C", "C", "C", "N", "N", "N", "O", "O", "H", "H", "H", "H", "H", "H", "H", "H", "H", "H", "H", "H"], "coordinates": [[0.079, -0.198, 3.417], [-1.327, 1.069, -1.947], [0.051, -0.076, 0.937], [1.006, -0.702, -3.453], [1.048, -0.304, -0.045], [0.592, 0.091, -2.610], [0.622, -0.667, 2.144], [-0.656, 0.015, -2.508], [0.889, -0.376, 4.089], [-0.875, -0.637, 3.615], [-0.157, 0.901, 3.414], [-1.873, 1.418, -2.735], [-0.681, 1.870, -1.588], [-2.062, 0.727, -1.089], [-0.766, -0.735, 0.771], [0.080, 1.039, 0.989], [0.391, -1.262, -4.025], [1.983, -0.984, -3.463], [1.877, 0.237, 0.071], [1.358, -1.283, 0.225]], "atomic_forces_ev_per_a": [[0.21, 1.41, -1.91], [-1.50, 1.11, 4.41], [2.89, 0.59, 1.96], [1.27, -2.06, -1.28], [0.34, -3.43, -0.91], [0.86, 1.66, 1.35], [-0.75, 1.40, 0.63], [-0.20, -2.38, -1.25], [-0.03, -0.33, 0.88], [-0.36, -0.89, 0.51], [0.61, -0.70, -0.25], [-1.86, 1.30, -1.84], [0.23, -0.32, 0.06], [1.73, 0.38, -1.80], [-1.57, 0.56, -0.68], [-1.57, -0.73, 0.53], [-0.66, -0.35, 0.03], [0.11, 0.80, 0.07], [0.40, 0.76, 0.44], [-0.13, 1.22, -0.94]], "orbital_gap_ev": 7.7, "charge": 1, "homo_ha": -0.4725}

Record 4
{"formula": "C3H12N3S", "method": "the ωB97M-V functional and the def2-TZVPD basis", "elements": ["C", "C", "C", "N", "N", "N", "S", "H", "H", "H", "H", "H", "H", "H", "H", "H", "H", "H", "H"], "coordinates": [[-0.284, -0.163, 1.492], [0.683, -0.120, -0.758], [-0.426, -0.593, 0.124], [1.867, -0.126, -0.201], [-1.778, -0.482, -0.395], [0.388, 1.378, -1.278], [0.075, -2.477, 0.011], [-1.163, -0.179, 2.115], [0.097, 0.878, 1.564], [0.437, -0.680, 2.172], [0.747, -0.608, -1.693], [2.770, -0.187, -0.777], [1.900, -0.069, 0.759], [-2.045, -1.324, -1.054], [-2.355, -0.529, 0.427], [-0.363, 1.345, -1.956], [1.073, 1.979, -1.653], [-0.013, 1.805, -0.352], [-0.808, -3.000, 0.725]], "atomic_forces_ev_per_a": [[1.37, 1.89, 3.57], [-0.58, 1.06, -2.66], [-0.82, -4.13, -1.55], [5.03, -0.30, -1.24], [0.15, -1.06, -1.53], [-3.81, 0.42, 3.11], [2.43, 1.34, -1.77], [-0.70, -0.03, -0.25], [-0.44, -0.06, -0.06], [-0.31, -0.11, -1.10], [-0.61, -0.84, -1.10], [-2.19, 0.00, 1.61], [0.83, 0.09, 2.16], [0.84, 2.31, 1.77], [-0.72, -0.01, -0.12], [-0.61, 0.11, -0.02], [1.73, 0.45, -0.23], [0.79, -0.27, -2.41], [-2.39, -0.86, 1.82]], "orbital_gap_ev": 9.4, "charge": 1, "homo_ha": -0.4669}

Record 5
{"formula": "C3H12N4", "method": "the ωB97M-V functional and the def2-TZVPD basis", "elements": ["C", "C", "C", "N", "N", "N", "N", "H", "H", "H", "H", "H", "H", "H", "H", "H", "H", "H", "H"], "coordinates": [[0.380, 0.362, 0.689], [-0.276, 0.528, -0.546], [2.205, 0.822, -0.440], [-2.014, 0.542, 0.480], [-2.691, -0.681, 0.426], [0.477, -0.878, 1.301], [-0.391, -0.492, -1.486], [-1.931, 0.749, 1.476], [0.382, 1.212, 1.354], [-0.379, 1.535, -0.921], [-2.902, -0.862, -0.551], [-2.107, -1.451, 0.773], [0.753, -1.645, 0.706], [1.009, -0.884, 2.158], [0.175, -1.314, -1.331], [-0.308, -0.179, -2.441], [2.238, 1.078, -1.498], [2.590, 1.645, 0.160], [2.792, -0.088, -0.309]], "atomic_forces_ev_per_a": [[3.63, 0.28, -1.47], [-3.91, -0.39, 1.05], [-0.45, -0.48, 1.57], [0.32, 0.41, -1.35], [0.26, -0.28, -0.14], [-0.09, -0.03, 0.06], [0.23, 0.33, 0.31], [0.51, 0.03, -0.25], [-0.10, -0.03, -0.06], [0.17, -0.11, 0.04], [-0.02, -0.10, 0.19], [-0.11, 0.05, -0.17], [-0.02, 0.07, 0.03], [0.00, 0.05, -0.08], [-0.05, 0.11, 0.02], [-0.10, -0.01, 0.08], [-0.61, 0.12, -0.03], [0.26, -0.06, -0.05], [0.11, 0.04, 0.23]], "orbital_gap_ev": [6.9, 6.9], "charge": 0, "homo_ha": [-0.2288, -0.2288]}

Record 6
{"formula": "C3H12NO", "method": "the ωB97M-V functional and the def2-TZVPD basis", "elements": ["C", "C", "C", "N", "H", "H", "H", "H", "H", "H", "H", "H", "H", "H", "H", "H", "O"], "coordinates": [[-0.198, 0.003, 0.142], [-0.438, 0.756, -1.150], [0.638, 0.161, -2.102], [-1.584, -0.539, 0.726], [0.399, -1.012, 0.068], [0.229, 0.659, 0.964], [-0.318, 1.812, -1.153], [-1.267, 0.340, -1.762], [0.745, 0.718, -3.214], [1.490, 0.867, -1.652], [0.780, -0.879, -2.207], [-2.480, -0.431, 0.164], [-1.512, -1.613, 0.999], [-1.781, -0.069, 1.694], [2.160, 0.526, 2.796], [1.731, -1.116, 3.017], [1.407, -0.183, 2.671]], "atomic_forces_ev_per_a": [[-0.43, -1.05, 1.30], [-0.17, -3.82, -2.60], [3.43, 6.88, -1.74], [-0.87, -1.30, 2.91], [-0.92, 2.49, -0.10], [-0.47, -1.19, -1.08], [-0.44, 0.68, 0.33], [-0.83, 0.97, 1.32], [-1.17, -1.74, 2.76], [-0.25, -2.81, -0.97], [0.19, -0.94, 0.34], [1.66, 0.05, 0.43], [-0.16, 2.76, -0.88], [0.38, -0.91, -2.17], [-1.98, -2.58, -0.09], [-0.51, 3.27, -0.90], [2.53, -0.74, 1.14]], "orbital_gap_ev": 10.7, "charge": 1, "homo_ha": -0.5295}

Record 7
{"formula": "C3H12NO", "method": "the ωB97M-V functional and the def2-TZVPD basis", "elements": ["C", "O", "H", "H", "H", "H", "C", "C", "N", "H", "H", "H", "H", "H", "H", "H", "H"], "coordinates": [[-1.170, -2.107, 1.289], [-0.197, -0.958, 1.519], [-0.785, -0.329, 1.842], [-1.292, -2.419, 0.248], [-2.238, -1.908, 1.653], [-0.793, -2.721, 2.133], [-0.050, 1.028, -0.561], [0.511, 0.771, -1.999], [1.103, 1.100, 0.396], [-0.564, 1.977, -0.690], [-0.836, 0.309, -0.337], [1.174, 1.526, -2.218], [-0.307, 0.719, -2.731], [1.895, 0.389, 0.029], [1.578, 1.955, 0.361], [0.863, 0.867, 1.322], [1.108, -0.199, -2.255]], "atomic_forces_ev_per_a": [[-0.36, 0.67, 2.69], [-0.49, -2.26, -1.63], [-1.41, 1.97, 1.17], [0.91, -0.24, 0.37], [1.45, 0.58, -0.55], [-0.31, -0.99, -1.61], [-0.15, -0.26, -2.81], [-0.65, -3.21, 0.26], [1.59, -3.18, -2.80], [0.32, 0.38, 0.75], [0.76, -0.15, 0.65], [1.32, 2.01, -0.89], [0.18, 0.45, 0.34], [-2.38, 1.49, 1.32], [0.56, 2.03, -0.01], [-0.24, -0.59, 1.47], [-1.08, 1.29, 1.27]], "orbital_gap_ev": 11.3, "charge": 1, "homo_ha": -0.5445}

Record 8
{"formula": "C3H12NO2", "method": "the ωB97M-V functional and the def2-TZVPD basis", "elements": ["C", "O", "C", "C", "N", "H", "H", "H", "H", "H", "H", "H", "H", "H", "H", "H", "H", "O"], "coordinates": [[-1.654, 1.103, 1.439], [-1.670, 2.017, 0.376], [-0.642, -0.004, 1.011], [-0.217, -0.987, 2.151], [0.532, 0.719, 0.299], [-2.595, 0.573, 1.654], [-1.196, 1.554, 2.412], [-2.571, 2.390, 0.157], [-1.061, -0.368, 0.058], [-1.194, -1.115, 2.802], [-0.029, -1.943, 1.648], [0.674, -0.771, 2.660], [1.261, 0.031, 0.304], [0.827, 1.630, 0.692], [0.254, 0.952, -0.695], [3.128, -1.652, -4.730], [2.254, -2.869, -4.731], [3.119, -2.531, -4.367]], "atomic_forces_ev_per_a": [[1.85, -0.55, 1.51], [-1.59, 0.76, -0.56], [-0.64, 1.43, -0.53], [-3.56, -0.74, -1.87], [-0.63, 0.91, -0.53], [0.16, 0.53, -0.04], [-1.16, -0.39, -1.45], [1.47, -0.71, 0.66], [-0.32, -1.21, 1.02], [2.37, 0.23, -0.94], [-0.18, -0.05, 0.34], [0.87, 0.90, 1.06], [1.04, -0.04, -0.27], [-0.01, -0.68, 0.22], [0.35, -0.41, 1.37], [0.34, 0.70, -0.23], [1.45, 0.22, 0.64], [-1.80, -0.90, -0.41]], "orbital_gap_ev": 10.3, "charge": 1, "homo_ha": -0.5067}

Record 9
{"formula": "C3H12NO2S", "method": "the ωB97M-V functional and the def2-TZVPD basis", "elements": ["C", "O", "C", "C", "S", "N", "H", "H", "H", "H", "H", "H", "H", "H", "H", "H", "H", "H", "O"], "coordinates": [[-2.201, 1.257, -0.242], [-3.241, 0.955, 0.642], [-1.073, 0.338, 0.169], [0.075, 0.199, -0.871], [1.401, -0.590, -0.128], [-1.557, -1.004, 0.310], [-1.883, 2.310, -0.184], [-2.501, 1.086, -1.291], [-3.994, 1.547, 0.524], [-0.652, 0.683, 1.129], [0.489, 1.215, -1.070], [-0.286, -0.223, -1.809], [4.657, -5.212, 0.985], [4.641, -5.351, 0.244], [-0.888, -1.775, 0.321], [-2.431, -1.157, 0.809], [3.905, 2.141, 0.283], [2.581, 1.349, 0.093], [2.958, 2.234, 0.086]], "atomic_forces_ev_per_a": [[-0.19, 0.61, -0.66], [-0.44, 0.01, 0.35], [-0.61, -0.37, 0.85], [0.26, -0.10, -0.34], [-0.06, -0.38, -0.21], [0.63, 0.06, 0.12], [0.06, -0.27, 0.17], [0.16, -0.17, 0.22], [0.16, -0.09, -0.04], [0.21, 0.18, -0.44], [-0.23, 0.14, 0.19], [0.17, -0.14, 0.03], [-0.01, -0.08, -0.45], [0.01, 0.09, 0.45], [-0.26, 0.16, -0.11], [0.04, 0.21, -0.27], [-0.39, -0.03, -0.08], [0.37, 0.05, 0.38], [0.13, 0.12, -0.15]], "orbital_gap_ev": 5.4, "charge": 1, "homo_ha": -0.5395}

Record 10
{"formula": "C3H12NO3", "method": "the ωB97M-V functional and the def2-TZVPD basis", "elements": ["C", "N", "C", "C", "O", "H", "H", "H", "H", "H", "H", "H", "H", "H", "H", "O", "H", "H", "O"], "coordinates": [[0.494, -0.525, 2.256], [-0.282, -1.262, 1.256], [0.429, -1.340, -0.037], [-0.630, -1.235, -1.219], [-1.577, -0.291, -1.198], [1.147, 0.205, 1.783], [1.029, -1.094, 3.062], [-0.239, 0.089, 2.850], [-1.224, -0.844, 1.215], [0.911, -2.275, -0.200], [1.195, -0.627, -0.115], [-1.089, -2.254, -1.372], [0.000, -0.974, -2.095], [-1.634, 2.587, -1.362], [-1.188, 1.094, -1.474], [-0.817, 2.124, -1.462], [1.853, 2.006, -0.975], [0.324, 2.231, -0.654], [1.299, 2.386, -0.260]], "atomic_forces_ev_per_a": [[-1.05, 0.85, 1.60], [0.29, -0.03, -0.03], [-2.76, 0.25, 0.48], [0.36, -1.79, -0.71], [-0.36, -0.16, 0.46], [0.33, 0.02, 0.05], [-0.28, -0.06, -1.20], [0.64, -0.45, -0.47], [1.05, -0.43, -0.44], [0.13, -1.09, -0.04], [0.83, 1.55, -0.13], [0.41, 0.87, 0.25], [0.14, -0.18, 0.03], [-0.71, 0.99, 0.18], [1.34, 2.71, 0.33], [-1.58, -3.29, -1.06], [-0.33, 0.51, 0.72], [2.33, 0.75, 1.01], [-0.79, -1.03, -1.04]], "spin_multiplicity": 2, "orbital_gap_ev": [9.9, 6.1], "charge": 0, "homo_ha": [-0.3398, -0.3391]}

Record 11
{"formula": "C3H12NO3S", "method": "the ωB97M-V functional and the def2-TZVPD basis", "elements": ["C", "O", "C", "C", "S", "N", "H", "H", "H", "H", "H", "H", "H", "H", "H", "H", "O", "H", "H", "O"], "coordinates": [[1.390, 0.001, -0.282], [1.460, -1.210, 0.418], [0.009, 0.700, -0.085], [0.108, 1.987, -0.953], [-0.987, 3.303, -0.440], [-0.186, 0.992, 1.330], [2.158, 0.660, 0.117], [1.501, -0.267, -1.347], [-0.752, -0.020, -0.368], [-0.180, 1.675, -1.960], [1.132, 2.349, -1.002], [-0.934, 2.936, 0.882], [0.720, 1.183, 1.754], [-0.463, 0.093, 1.738], [-1.353, -2.183, -0.614], [-0.855, -3.244, -1.561], [-1.689, -2.928, -1.183], [0.524, -1.591, 0.805], [-0.764, -2.597, 1.674], [-0.839, -1.841, 1.079]], "atomic_forces_ev_per_a": [[-1.64, -1.69, 0.39], [0.64, -0.36, 0.44], [1.92, 0.51, 0.21], [-0.59, -1.07, -0.25], [-0.32, 0.36, 0.56], [-0.04, -0.18, 0.33], [0.38, 0.40, -0.36], [0.36, 0.73, -0.09], [-0.33, 0.39, -0.32], [0.06, 0.28, -0.05], [0.11, -0.02, 0.14], [-0.10, 0.06, -0.55], [0.01, 0.10, -0.10], [-0.25, 0.05, -0.05], [-0.46, -0.97, 0.62], [-0.34, -0.05, 0.08], [0.61, 0.50, -0.68], [-0.19, 0.79, -0.69], [-0.33, 0.04, -0.21], [0.50, 0.14, 0.57]], "orbital_gap_ev": 7.9, "charge": -1, "homo_ha": -0.1707}

Record 12
{"formula": "C3H12NOS", "method": "the ωB97M-V functional and the def2-TZVPD basis", "elements": ["C", "C", "C", "S", "N", "H", "H", "H", "H", "H", "H", "H", "H", "H", "H", "H", "H", "O"], "coordinates": [[-0.055, -0.418, 0.788], [-0.929, 0.344, -0.123], [-0.224, 1.257, -1.125], [0.684, 2.618, -0.435], [-0.074, 0.117, 2.187], [-0.408, -1.477, 0.776], [1.013, -0.300, 0.502], [-1.855, 0.757, 0.398], [-1.583, -0.195, -0.847], [-0.954, 1.528, -1.881], [0.438, 0.747, -1.850], [1.843, 2.489, -1.034], [0.244, 1.092, 2.141], [-1.059, 0.251, 2.426], [0.550, -0.403, 2.799], [0.560, -3.532, -1.362], [1.296, -2.306, -1.916], [0.512, -2.570, -1.441]], "atomic_forces_ev_per_a": [[1.01, -1.71, -0.50], [-2.49, 1.02, -1.71], [-0.04, -0.36, -1.23], [-0.61, 0.89, 1.10], [-0.63, 1.38, -0.96], [0.82, 0.70, 0.43], [-0.76, -0.58, -0.11], [1.46, 0.57, -0.08], [0.97, -1.11, 0.70], [-0.50, 0.91, 0.32], [0.07, -0.54, 1.04], [0.63, -0.29, -0.42], [0.47, -0.03, -0.05], [0.14, -0.75, 0.97], [-0.55, -0.15, 0.48], [0.03, 0.20, -0.12], [0.36, -0.05, -0.29], [-0.39, -0.10, 0.44]], "orbital_gap_ev": 9.4, "charge": 1, "homo_ha": -0.4721}

Record 13
{"formula": "C3H12NOS", "method": "the ωB97M-V functional and the def2-TZVPD basis", "elements": ["C", "C", "C", "S", "N", "H", "H", "H", "H", "H", "H", "H", "H", "H", "H", "H", "H", "O"], "coordinates": [[-1.689, -1.211, 0.191], [-0.352, -0.482, 0.327], [-0.580, 0.940, -0.059], [0.917, 1.933, 0.061], [0.184, -0.546, 1.793], [-2.037, -1.141, -0.820], [-2.512, -0.788, 0.796], [-1.537, -2.317, 0.322], [0.478, -0.836, -0.263], [-0.881, 1.037, -1.101], [-1.496, 1.266, 0.471], [0.443, 3.226, 0.352], [-0.347, -0.092, 2.488], [0.495, -1.508, 1.986], [1.065, -0.008, 1.748], [3.251, 0.615, -2.477], [2.096, 0.037, -3.364], [2.503, -0.125, -2.451]], "atomic_forces_ev_per_a": [[0.58, -1.39, 0.23], [-0.55, -0.27, 0.66], [-0.93, 1.11, 0.63], [-0.31, 1.04, 0.12], [2.22, -0.12, -2.80], [-0.03, 0.20, -0.79], [0.62, -0.32, 0.16], [-0.37, 1.03, 0.34], [0.14, -0.89, -0.25], [0.10, -0.23, -0.51], [0.71, 0.83, 0.07], [0.09, -0.98, -0.38], [-1.44, 0.10, 1.35], [-0.59, 0.10, 0.52], [-0.06, -0.40, 0.44], [-2.03, -2.46, 0.17], [0.72, -0.62, 1.68], [1.13, 3.26, -1.64]], "spin_multiplicity": 2, "orbital_gap_ev": [10.5, 4.8], "charge": 2, "homo_ha": [-0.6820, -0.6686]}

Taking the records one at a time from the top gives energy above the lowest of the compared OMol25 structures with the same formula, charge and spin values of 226.0, 486.0, 634.6, 276.4, 511.6, 298.4, 243.6, 160.2, 599.3, 86.4, 26.4, 114.6, 117.0 kJ/mol.